C4H4N2O as an isolated structure, computed with ωB97M-V with the def2-TZVPD basis set.

highest occupied orbital energy	-8.334	eV
multiplicity	1
F_max	0.0159	Eh/bohr
net charge	0
energy relative to the best compared isomer or geometry (same formula, charge and spin)	398.46	kJ/mol

The geometry in XYZ format:
```
11
Properties=species:S:1:pos:R:3:forces:R:3
N 2.396171 0.224327 0.022845 -0.50 -0.65 0.01
C 1.619254 -0.691001 0.030446 0.63 0.51 0.00
C 0.670926 -1.685846 0.037259 -0.04 0.06 0.00
N -0.293965 -0.800355 0.010014 -0.15 0.00 0.00
C -1.371938 -0.112396 -0.014201 0.07 -0.09 0.00
C -1.211533 1.347361 -0.037681 0.22 0.14 0.00
O -0.126775 1.908646 -0.035857 -0.46 -0.12 0.00
H 2.138131 1.205429 0.002946 0.04 -0.07 0.00
H 0.692334 -2.771568 0.058211 0.01 0.18 0.00
H -2.366913 -0.567817 -0.016938 0.11 0.11 0.00
H -2.145697 1.943215 -0.057043 0.07 -0.07 0.00
```
Positions in Å, forces in eV/Å.

These are the Löwdin partial charges, in e, on atoms 1 to 5: number 1, N, carries 0.19; number 2, C, carries -0.09; number 3, C, carries -0.12; number 4, N, carries 0.02; number 5, C, carries -0.12

An isolated molecule of C4H4N2O at a distorted geometry, computed with ωB97M-V with the def2-TZVPD basis set.

highest occupied orbital energy (spin up / spin down)	-6.132 / -10.048	eV
multiplicity	3
F_max	0.1020	Eh/bohr
⟨S²⟩	2.019
net charge	0
energy relative to the best compared isomer or geometry (same formula, charge and spin)	24.40	kJ/mol

The geometry in XYZ format:
```
11
Properties=species:S:1:pos:R:3:forces:R:3
C 0.199394 -0.415364 -0.558075 0.07 3.07 3.87
C -0.682801 -1.485302 -0.510372 -2.62 -4.24 -1.64
C 0.222833 0.578886 0.490252 3.30 0.65 -2.98
C -2.014069 -0.871664 1.300221 -1.41 1.52 3.94
N -0.756185 0.737334 1.298215 -1.30 -0.75 -0.03
N -1.716082 -1.535596 0.337185 0.69 -1.37 -2.01
O -2.581981 -0.737182 2.328299 0.00 0.07 -0.53
H 0.974506 -0.324325 -1.201905 2.08 -0.15 -2.19
H -0.783490 -2.400351 -1.178588 1.02 1.78 0.35
H 1.150650 1.316158 0.472811 -1.85 -1.52 0.09
H -0.610764 1.410637 1.999919 0.04 0.93 1.13
```
Positions in Å, forces in eV/Å.

These are the Löwdin partial charges, in e, on atoms 1 to 5: number 1, C, carries -0.02; number 2, C, carries -0.15; number 3, C, carries -0.21; number 4, C, carries -0.39; number 5, N, carries 0.10

An isolated molecule of C4H4N2O2 at a distorted geometry, computed with ωB97M-V with the def2-TZVPD basis set.

SMILES	O=C1OC=NN2C[C@H]12
highest occupied orbital energy	-9.994	eV
multiplicity	1
F_max	0.0940	Eh/bohr
net charge	0
energy relative to the best compared isomer or geometry (same formula, charge and spin)	417.58	kJ/mol

The geometry in XYZ format:
```
12
Properties=species:S:1:pos:R:3:forces:R:3
C 1.092977 -0.176811 0.057555 3.79 -1.86 -2.35
C -0.375238 1.513282 0.007691 -1.43 4.25 1.49
C -1.154609 -1.141550 0.730691 -1.01 1.06 3.74
C -0.060327 -1.094716 -0.316027 2.19 -0.37 1.81
H -0.646283 2.616221 0.357234 1.15 -2.25 -1.15
H -1.209516 -0.263804 1.592364 0.75 -2.69 -1.93
H -1.763089 -2.029004 1.025971 0.77 0.63 -0.67
H 0.134406 -1.981111 -0.945453 0.56 0.69 0.66
N -1.402453 0.887893 -0.373190 0.46 -0.99 -0.03
N -1.298435 -0.545617 -0.519331 -3.27 2.48 -2.31
O 2.229997 -0.612144 -0.093511 -2.24 1.09 1.07
O 0.941738 1.194711 0.260770 -1.72 -2.04 -0.31
```
Positions in Å, forces in eV/Å.

These are the Löwdin partial charges, in e, on atoms 1 to 5: number 1, C, carries -0.36; number 2, C, carries -0.22; number 3, C, carries -0.08; number 4, C, carries -0.17; number 5, H, carries 0.17